No. 1
{"formula": "C20H46AlOP4S", "method": "wB97M-V/def2-TZVPD", "symbols": ["H", "C", "H", "C", "C", "H", "H", "C", "C", "H", "H", "H", "Al", "C", "H", "H", "H", "H", "P", "H", "H", "H", "H", "H", "H", "H", "C", "H", "C", "H", "H", "C", "H", "H", "H", "C", "O", "C", "C", "C", "P", "C", "H", "H", "H", "H", "H", "H", "H", "H", "C", "C", "H", "H", "C", "H", "H", "H", "S", "C", "H", "H", "H", "H", "H", "H", "C", "H", "P", "P", "H", "H", "C"], "xyz": [[-4.763, -0.371, -2.741], [-1.387, 3.223, 0.966], [4.865, 1.575, -2.988], [-1.327, 1.038, 2.843], [4.711, 0.623, -1.030], [-2.132, 0.291, 2.841], [-0.457, 0.627, 3.402], [0.161, -1.835, -0.798], [0.068, 1.214, -4.628], [-0.069, -2.627, 4.564], [-1.605, 3.628, -2.100], [0.231, -3.026, -0.932], [-1.471, -0.165, -0.751], [4.424, 0.737, -2.414], [1.080, 0.781, -4.667], [0.716, -1.332, -1.546], [-1.672, 1.948, 3.350], [-2.464, 3.278, 0.738], [1.814, -2.662, 3.084], [-5.366, -1.963, 0.061], [1.509, 3.421, -2.982], [1.194, 2.627, 1.720], [-1.093, -2.124, 0.824], [-1.563, 3.660, -3.886], [-3.682, -2.518, 0.279], [-4.373, -2.415, -1.358], [1.143, 2.655, -2.287], [0.872, 3.154, -1.344], [-1.650, 3.010, -3.007], [4.349, -0.495, 0.788], [1.380, 0.857, 1.921], [-4.356, -1.947, -0.368], [1.956, 1.944, -2.095], [-0.662, 0.435, -4.888], [0.201, -0.872, 1.078], [2.496, -4.178, 3.800], [-0.681, 0.650, -2.127], [0.042, -2.680, 3.469], [-4.557, 0.669, 0.862], [-4.716, 0.403, -1.970], [-3.815, -0.231, -0.539], [3.617, -0.217, -3.029], [-1.194, 3.742, 1.912], [3.375, -0.906, 3.396], [-0.481, -1.837, 3.005], [-4.226, 1.289, -2.383], [3.246, -4.623, 3.119], [-2.614, 2.482, -3.036], [3.034, -1.761, 4.938], [2.610, -2.416, 1.236], [3.370, -1.388, -0.921], [2.589, -1.336, 4.030], [-4.275, 1.730, 0.842], [0.006, 2.022, -5.370], [4.157, -0.419, -0.269], [3.412, -0.138, -4.112], [-4.245, 0.238, 1.821], [1.853, -0.562, 4.290], [2.746, -2.757, -0.044], [0.966, 1.646, 1.274], [5.360, 1.368, -0.541], [-5.649, 0.588, 0.762], [-0.827, 3.717, 0.162], [-0.414, -3.618, 3.112], [1.697, -4.911, 3.981], [1.458, 1.579, 0.289], [3.062, -1.277, -2.312], [2.972, -3.901, 4.749], [-0.284, 1.868, -3.011], [-0.867, 1.478, 1.109], [-5.733, 0.669, -1.659], [2.405, -1.974, -2.756], [-0.480, -1.384, 0.277]], "forces_ev_per_a": [[-0.005, 0.155, 0.025], [-0.335, -0.027, -0.204], [-0.315, -0.728, 0.369], [-0.010, -0.461, -0.072], [-0.302, 0.192, -0.304], [0.201, 0.232, 0.227], [-0.590, 0.270, -0.455], [3.410, -6.717, -1.409], [0.113, 0.108, -0.408], [-0.365, -0.043, -0.310], [-0.038, -0.122, -0.260], [-0.971, 2.588, -0.506], [-0.507, 3.801, -0.212], [0.568, 0.261, 0.828], [-0.319, 0.151, 0.132], [0.648, 0.929, -0.278], [0.040, -0.277, -0.062], [0.379, 0.116, 0.110], [-0.284, -0.081, -0.885], [0.200, -0.070, -0.137], [-0.002, -0.064, 0.105], [-0.084, -0.327, -0.069], [0.421, 0.155, -0.332], [-0.159, 0.022, 0.181], [-0.188, 0.067, -0.030], [-0.015, 0.000, 0.163], [0.086, 0.336, 0.016], [0.015, -0.133, -0.330], [-0.131, 0.297, -0.102], [0.164, -0.062, 0.147], [-0.149, 0.271, -0.233], [-0.014, -0.204, 0.100], [-0.172, -0.019, -0.177], [0.132, 0.280, 0.100], [-1.214, -0.122, -1.542], [0.186, -0.377, 0.076], [-0.676, -0.940, 0.970], [-0.261, -0.185, 0.992], [0.459, 0.150, 0.232], [0.030, 0.128, -0.302], [-1.118, -0.239, -0.124], [-0.336, -0.023, -0.604], [-0.010, -0.016, -0.231], [-0.094, 0.054, 0.402], [0.111, -0.096, 0.208], [-0.208, -0.096, 0.059], [-0.346, 0.184, 0.446], [0.397, 0.151, -0.169], [-0.070, 0.446, -0.069], [-0.193, 0.759, 1.196], [0.158, 1.097, -0.690], [0.019, 0.229, 0.308], [-0.128, -0.268, -0.017], [0.063, -0.197, 0.089], [-0.058, 0.117, -1.374], [0.167, -0.072, 0.640], [-0.135, 0.082, -0.213], [0.294, -0.089, 0.030], [-0.576, -1.116, -2.600], [0.110, -0.226, -0.462], [-0.394, -0.458, -0.322], [0.307, -0.034, 0.028], [-0.166, -0.055, 0.218], [0.201, 0.303, 0.116], [0.311, 0.145, -0.033], [-0.086, 0.042, 0.427], [1.222, 1.162, 1.784], [-0.057, -0.412, -0.151], [0.175, -0.391, 0.121], [0.341, 0.886, 0.526], [0.172, -0.084, -0.125], [-0.348, -0.807, -0.608], [0.333, -0.531, 5.038]], "charge": 3, "relative_energy_kcal_mol": 60.9, "homo_energy_ev": [-15.228, -15.230], "homo_lumo_gap_ev": [4.95, 4.96], "max_force_ha_per_bohr": 0.1490}

=====

No. 2
{"formula": "C20H46B3F4N4O4V", "method": "wB97M-V/def2-TZVPD", "symbols": ["H", "H", "C", "H", "B", "C", "H", "C", "H", "H", "H", "C", "H", "C", "C", "O", "N", "H", "F", "F", "H", "H", "H", "H", "H", "F", "H", "H", "O", "H", "H", "C", "C", "H", "H", "F", "H", "H", "C", "H", "H", "B", "N", "C", "H", "H", "H", "C", "H", "C", "C", "N", "H", "H", "H", "H", "H", "H", "H", "H", "H", "H", "H", "H", "B", "C", "O", "C", "H", "C", "C", "H", "H", "C", "H", "C", "C", "V", "H", "N", "O", "H"], "xyz": [[-14.926, 21.146, 8.072], [-20.283, 19.405, 15.724], [-12.759, 22.610, 8.119], [-15.736, 19.502, 9.855], [-12.986, 19.342, 20.132], [-14.375, 20.947, 8.980], [-14.622, 21.320, 15.461], [-12.854, 20.674, 11.276], [-16.278, 9.770, 16.855], [-15.292, 8.574, 15.968], [-13.843, 13.615, 19.317], [-14.481, 18.866, 12.188], [-13.268, 11.940, 19.851], [-19.618, 20.235, 18.020], [-14.060, 19.943, 11.151], [-13.221, 12.214, 17.977], [-15.096, 16.874, 14.075], [-13.286, 23.537, 8.346], [-10.084, 16.683, 17.595], [-12.039, 15.663, 16.993], [-19.556, 21.091, 18.692], [-15.030, 11.441, 18.572], [-16.565, 18.784, 11.749], [-14.918, 12.264, 17.029], [-13.205, 16.831, 14.653], [-11.450, 17.645, 16.142], [-13.264, 19.571, 19.114], [-15.419, 19.071, 19.408], [-14.533, 17.961, 17.098], [-11.541, 22.090, 10.419], [-19.087, 21.531, 16.283], [-13.855, 17.344, 13.961], [-15.326, 20.622, 15.008], [-11.679, 22.708, 8.226], [-17.190, 18.949, 19.841], [-12.113, 17.436, 18.186], [-15.522, 10.271, 15.325], [-12.917, 9.696, 18.399], [-12.447, 21.514, 10.300], [-16.106, 17.844, 20.541], [-16.370, 17.704, 18.873], [-11.408, 16.846, 17.263], [-13.166, 21.633, 9.179], [-15.417, 9.631, 16.201], [-16.717, 21.351, 17.183], [-13.581, 19.800, 20.906], [-12.123, 13.272, 19.343], [-14.214, 10.272, 16.923], [-11.963, 19.640, 20.301], [-18.826, 20.560, 16.705], [-17.173, 20.511, 16.658], [-13.781, 9.305, 18.050], [-13.589, 8.356, 17.764], [-13.378, 10.440, 16.244], [-14.505, 15.365, 15.321], [-15.902, 16.095, 15.971], [-20.680, 19.989, 17.988], [-18.878, 18.663, 15.819], [-16.055, 15.099, 14.426], [-12.375, 20.546, 12.235], [-13.085, 18.270, 20.200], [-19.088, 19.559, 18.692], [-15.352, 20.716, 13.923], [-12.879, 22.219, 7.109], [-16.258, 18.439, 19.654], [-15.807, 18.423, 12.429], [-16.708, 20.711, 15.289], [-14.795, 20.010, 10.009], [-16.760, 19.556, 16.981], [-15.462, 15.794, 15.021], [-16.081, 17.424, 13.353], [-12.473, 18.426, 12.791], [-17.087, 17.045, 13.455], [-14.402, 11.568, 17.690], [-19.103, 19.863, 14.706], [-13.523, 18.318, 13.021], [-13.106, 12.817, 19.224], [-14.179, 17.816, 18.645], [-14.482, 9.188, 18.768], [-19.289, 19.571, 15.655], [-14.431, 16.284, 19.023], [-14.953, 19.621, 15.226]], "forces_ev_per_a": [[0.155, -0.011, -0.048], [-0.591, 0.213, 0.152], [0.819, -0.309, 0.687], [0.121, -0.183, -0.030], [-0.065, 0.518, 0.659], [1.856, -0.751, 2.870], [-0.515, 0.408, 0.274], [-1.731, -1.361, 1.496], [-0.289, -0.177, -0.216], [0.165, 0.221, -0.194], [-0.141, -0.025, 0.419], [0.076, 0.680, 0.709], [0.059, 0.710, 1.420], [1.799, 0.865, 0.748], [0.300, -1.951, 1.096], [1.631, -1.156, -2.262], [-1.095, 1.039, 0.441], [0.166, 0.000, -0.455], [0.423, -0.357, 0.523], [-0.718, -2.150, -0.820], [-0.145, 0.550, -0.397], [-0.181, -0.205, 0.260], [-0.449, -0.004, 0.401], [-0.767, -0.142, -0.188], [0.946, 0.441, -0.010], [-0.337, 1.073, -2.251], [-1.330, 1.667, -4.504], [3.291, 3.112, -0.755], [-0.126, 0.489, -1.431], [0.005, 0.143, -0.321], [-0.193, -0.001, 0.169], [-0.046, -0.670, 0.507], [-0.164, -1.000, -0.553], [-0.106, 0.430, 0.100], [-3.185, 2.567, 0.122], [-2.547, 2.637, 4.231], [-0.444, -0.510, -0.246], [0.385, 0.152, 0.779], [0.330, 0.093, -0.030], [0.922, -1.949, 3.249], [-0.871, -2.831, -3.338], [2.627, -1.267, -2.344], [-2.805, -0.810, -1.788], [0.521, 1.626, 0.879], [-0.530, -0.259, 0.808], [-2.612, 1.637, 2.341], [-0.033, -0.330, -0.143], [-0.102, -1.070, 0.783], [3.827, 0.611, 0.126], [1.447, 0.010, 0.142], [-0.358, 0.248, -0.647], [0.641, -0.132, -1.108], [0.294, -0.375, -0.598], [0.256, -0.477, 0.216], [-0.120, -0.372, -0.001], [-0.227, 0.683, -0.326], [0.097, -0.069, -0.746], [0.525, -0.375, 0.104], [-0.011, -0.118, 0.381], [0.622, 0.410, -0.197], [-0.176, -4.755, 0.852], [0.107, -0.797, -0.557], [0.517, 0.372, -0.007], [-0.623, -0.024, 0.260], [-0.252, -0.752, 0.261], [0.626, 0.017, -0.780], [-1.942, 0.161, 0.398], [0.007, 2.783, -3.015], [-0.228, -0.101, 0.618], [1.200, -0.548, -0.089], [0.017, 1.089, -1.322], [0.168, 0.396, 0.525], [0.095, -0.158, 0.174], [-1.180, 1.477, -0.939], [0.488, 0.226, -0.294], [0.448, -0.871, -0.419], [-0.427, -0.008, 0.743], [-0.510, -1.481, 1.869], [-0.313, 0.575, 0.458], [-0.219, -0.268, 0.098], [0.639, 1.002, -0.335], [0.084, -0.169, 0.357]], "charge": 2, "homo_energy_ev": -11.098, "homo_lumo_gap_ev": 3.82, "max_force_ha_per_bohr": 0.1089}

=====

No. 3
{"formula": "C20H46BeN6O11", "method": "wB97M-V/def2-TZVPD", "symbols": ["C", "C", "O", "H", "H", "H", "H", "H", "H", "H", "H", "Be", "H", "H", "H", "O", "H", "C", "N", "H", "H", "H", "C", "H", "H", "H", "H", "O", "H", "C", "C", "C", "H", "H", "O", "H", "N", "C", "C", "H", "N", "O", "C", "O", "H", "C", "H", "H", "O", "H", "C", "H", "H", "H", "C", "H", "H", "H", "N", "C", "H", "H", "C", "H", "N", "C", "O", "H", "N", "O", "C", "O", "C", "H", "H", "H", "H", "H", "C", "C", "H", "O", "H", "H"], "xyz": [[1.463, 4.366, 2.829], [2.006, 1.113, -2.331], [1.736, 1.027, 1.648], [0.138, 4.177, -1.363], [4.428, -0.730, -3.529], [-0.836, 0.817, 4.477], [2.964, 2.641, 1.684], [-3.108, 4.879, -1.825], [-3.150, 3.572, 0.872], [-3.650, -0.221, -3.962], [1.608, 2.115, -2.564], [-0.088, -0.253, 0.434], [4.952, 0.114, -2.095], [0.018, 0.048, 5.879], [3.893, -4.763, -0.191], [-1.590, 0.613, -1.691], [-3.412, -1.065, -2.321], [3.806, 1.892, -3.799], [-1.490, -3.934, -1.782], [-5.621, -1.096, 0.131], [-0.319, 2.466, 3.878], [-2.625, 5.778, -0.346], [-0.532, -3.000, -1.623], [-5.459, -0.012, 1.510], [3.171, 2.776, -3.851], [-3.567, -3.901, -1.820], [4.241, -2.701, 2.986], [-1.794, -0.739, 5.308], [3.122, -3.355, -0.944], [-0.486, 3.439, -0.819], [-4.935, -0.867, 1.001], [-3.392, -0.154, -2.910], [-2.893, -2.746, -0.819], [-1.850, -4.902, -3.506], [0.002, 2.446, -0.339], [1.224, -0.380, 3.813], [3.198, 0.893, -2.956], [2.592, -2.147, 1.248], [4.060, -0.216, -2.632], [4.059, 1.522, -4.796], [-1.927, 0.193, -2.771], [1.837, -1.823, 0.363], [1.963, 2.203, 1.845], [-0.657, -2.044, -0.896], [-1.655, -6.007, -2.180], [4.458, -3.401, 2.178], [-0.994, 3.423, 2.618], [4.759, 2.234, -3.373], [1.451, 0.308, -1.641], [-3.475, -0.966, -0.531], [-2.296, 5.084, -1.124], [-1.571, 5.679, -1.690], [0.411, -3.195, -2.162], [0.864, 5.105, 2.280], [-3.656, -0.250, 0.310], [-2.844, -4.472, -0.234], [-0.557, 1.707, 2.335], [5.537, -3.283, 2.014], [3.593, -3.061, 1.085], [-2.765, -3.797, -1.079], [-3.935, 0.648, -2.421], [4.885, -3.398, -0.436], [-1.240, -5.094, -2.606], [-0.235, -5.202, -3.005], [-1.749, 3.859, -0.619], [-0.636, -0.164, 4.984], [-0.212, -1.235, 2.690], [2.476, 4.651, 2.538], [1.061, 3.065, 2.343], [-1.191, -0.018, -3.730], [0.261, -0.942, 3.972], [-2.439, -0.208, 0.960], [-2.728, 2.987, 0.054], [-3.900, 0.733, -0.171], [0.584, -1.898, 4.437], [2.521, -1.777, 2.281], [1.312, 4.449, 3.905], [4.327, -4.438, 2.502], [-0.246, 2.644, 2.800], [3.846, -3.667, -0.200], [-3.521, 2.639, -0.608], [-4.825, -1.912, 1.802], [3.443, -0.959, -2.127], [-2.218, 2.091, 0.424]], "forces_ev_per_a": [[-0.237, 0.383, -1.104], [0.031, 0.058, -0.257], [0.233, -0.370, -0.928], [-0.150, 0.018, -0.249], [-0.116, 0.278, -0.221], [0.319, 0.119, 0.139], [-0.041, 0.151, -0.068], [-0.232, 0.039, 0.200], [-0.169, -0.253, 0.120], [0.199, -0.289, -0.030], [-0.180, -0.030, 0.081], [-2.130, -1.808, 2.836], [-0.200, -0.085, 0.407], [0.600, 0.155, 0.077], [-0.465, -0.043, 0.414], [0.170, 0.218, -0.648], [-0.776, -0.094, -0.167], [0.253, 0.446, 0.470], [0.987, -0.213, 0.374], [-0.048, 0.346, -0.772], [0.583, -0.072, -0.048], [-0.289, -0.364, 0.249], [0.096, -0.279, 0.545], [0.010, 0.479, 0.072], [-0.115, -0.103, -0.243], [-0.050, -0.717, 0.150], [-0.191, -0.332, 0.231], [0.358, -0.167, 0.561], [0.059, 0.278, 0.052], [-0.006, 0.793, 0.639], [-0.289, 0.058, 1.322], [1.038, 0.495, -0.106], [0.331, -0.194, 0.898], [0.033, -0.518, -0.140], [0.464, -0.501, -0.219], [0.125, 0.395, 0.631], [0.852, 0.329, -0.645], [-0.249, -0.070, 0.714], [-0.540, -0.686, -0.386], [-0.350, -0.094, -0.077], [-0.630, 0.069, -0.079], [-0.202, 0.346, -0.813], [-0.568, -0.301, 0.595], [0.035, 1.270, 0.315], [0.422, -0.043, 0.327], [0.098, 0.148, 0.564], [0.139, 0.052, -0.472], [-0.003, -0.047, 0.119], [-0.185, -0.516, 0.619], [-0.429, 0.123, -0.181], [0.532, 0.571, -0.773], [0.294, -0.348, -0.010], [-0.066, -0.108, -0.152], [-0.286, 0.163, 0.505], [1.939, -1.372, -0.885], [-0.168, 0.149, 0.114], [0.023, 0.033, -0.026], [-0.094, 0.144, -0.669], [-0.007, -0.290, -0.336], [-0.127, 0.681, -1.194], [-0.112, -0.271, 0.289], [-0.176, 0.219, -0.662], [-1.651, 0.682, -1.320], [0.283, 0.073, 0.656], [-0.887, -0.386, -0.077], [-1.292, -0.424, -0.613], [0.144, 0.533, -1.290], [0.223, -0.521, 0.256], [0.635, 0.539, 0.629], [0.111, 0.023, 0.050], [0.843, 0.060, -1.517], [1.132, 1.008, 0.209], [0.700, 0.152, 0.246], [-0.573, -0.164, 0.026], [-0.224, -0.123, 0.295], [-0.267, 0.239, -0.091], [0.045, 0.091, 0.011], [-0.206, 0.052, 0.137], [-0.833, -0.231, 0.071], [1.056, -0.157, 0.269], [0.075, 0.313, -0.179], [0.202, -0.293, -0.605], [0.314, 0.152, 0.568], [-0.174, -0.044, 0.205]], "charge": -2, "relative_energy_kcal_mol": 0.0, "homo_energy_ev": 1.564, "homo_lumo_gap_ev": 1.91, "max_force_ha_per_bohr": 0.0774}